20
Properties=species:S:1:pos:R:3:forces:R:3 method="wB97M-V/def2-TZVPD" charge=+1 lumo_ev=-8.18 homo_lumo_gap_ev=6.66 spin_multiplicity=1
C 1.625412 1.224021 -0.766561 -1.022 0.246 0.434
C 0.920258 -0.029007 -0.293907 1.800 -0.800 -3.435
C -0.498294 -0.338284 -0.898394 -0.689 1.496 1.169
C -1.501252 -0.765014 0.170265 -0.875 -1.226 -0.428
C -2.181292 0.337516 1.007885 1.508 -0.225 -0.640
N 1.733781 -1.201135 -0.222149 -0.179 0.156 0.904
H 0.896279 2.012805 -0.968576 0.103 -0.017 0.106
H 2.165360 1.069739 -1.703160 0.131 -0.354 0.127
H 2.289757 1.558469 0.026152 0.373 0.066 -0.265
H 0.462748 0.180761 0.837921 0.636 0.003 3.809
H -0.909109 0.561644 -1.361801 0.376 0.390 0.240
H -0.426350 -1.030542 -1.740374 0.694 -0.501 0.554
H -2.269656 -1.333957 -0.355342 -0.082 0.029 0.034
H -1.009733 -1.520702 0.792655 -0.090 0.025 0.193
H -2.338861 1.211910 0.378201 -0.410 0.024 0.070
H -3.101215 -0.029759 1.449633 0.036 0.142 0.104
H -1.458945 0.632850 1.771482 -0.456 0.243 0.384
H 1.008514 0.064537 1.912264 -1.779 0.522 -3.057
H 2.584581 -1.253589 -0.768927 -0.077 0.707 -0.245
H 2.008019 -1.352264 0.732741 0.001 -0.927 -0.057


20
Properties=species:S:1:pos:R:3:forces:R:3 method="wB97M-V/def2-TZVPD" charge=+2 lumo_ev="-8.85 / -12.58" homo_lumo_gap_ev="11.19 / 9.25" spin_multiplicity=2 s2=0.75
C 0.444543 2.159274 0.729559 -0.522 -1.202 0.040
C 0.401537 0.764758 1.250573 0.643 0.984 -0.195
C -0.794120 0.089778 1.508183 -0.465 -0.676 0.396
C -0.869571 -1.350417 1.797529 0.580 0.016 0.451
H -0.552452 2.460954 0.403944 0.103 0.350 0.176
H 0.810420 2.816618 1.537229 0.036 0.059 -0.067
H 1.160711 2.247828 -0.092657 0.274 0.161 0.173
H 1.329436 0.225994 1.432641 0.070 0.097 0.067
H -1.708563 0.684541 1.503864 -0.029 -0.100 0.000
H 0.076906 -1.774324 2.151884 0.105 0.315 -0.071
H -1.624405 -1.556314 2.563504 -0.301 -0.037 -0.381
H -1.078780 -1.960388 0.897719 -0.449 0.173 0.135
C 0.885644 -1.077047 -2.135369 -0.450 -0.576 -0.297
N -0.220613 -0.104464 -1.824218 -0.558 -0.176 0.695
H 0.450729 -2.075557 -2.181679 -0.146 0.107 -0.081
H 1.262791 -0.842948 -3.124274 0.517 0.157 0.213
H 1.589475 -1.087260 -1.308351 0.289 0.342 -0.297
H -0.808804 -0.502090 -1.091394 -0.226 -0.169 -0.187
H -0.850287 0.108051 -2.603012 0.203 -0.060 -0.251
H 0.095404 0.773018 -1.415674 0.327 0.235 -0.519


21
Properties=species:S:1:pos:R:3:forces:R:3 method="wB97M-V/def2-TZVPD" charge=-1 lumo_ev="4.06 / 4.07" homo_lumo_gap_ev="2.70 / 8.39" spin_multiplicity=2 s2=0.75
N -1.094375 -2.458978 0.027790 0.468 1.658 0.087
C -1.014521 -0.979745 -0.245092 3.235 -1.727 -2.797
C -2.036128 -0.082336 0.222986 -4.338 2.365 3.760
C 0.364018 -0.596621 0.326164 2.495 -2.000 1.868
N 0.904630 0.738516 0.375685 0.458 3.259 -0.191
C 0.332021 1.772861 -0.527576 0.812 -0.914 -1.002
C 2.399059 0.929249 0.337883 -0.703 -2.026 -1.183
H -0.603390 -3.068847 -0.646870 -1.062 0.622 0.586
H -1.947681 -2.715002 0.472978 -0.339 -0.680 -0.292
H -0.902303 -0.903098 -1.392403 -0.389 0.214 1.477
H -3.147930 -0.447578 0.178181 2.004 0.298 -0.191
H -1.917679 0.222535 1.397014 -0.071 -0.999 -2.533
H -2.089494 0.952725 -0.239965 0.339 -1.440 0.018
H 0.397542 -0.969051 1.434652 -0.439 0.319 -1.690
H 1.131313 -1.298052 -0.168265 -0.917 0.771 0.252
H -0.655531 2.244490 -0.277963 0.918 -0.670 -0.085
H 0.366217 1.283917 -1.536523 -0.799 0.711 0.203
H 1.093338 2.559524 -0.636016 -0.477 0.073 0.275
H 2.813089 0.159260 1.007197 0.198 0.269 -0.165
H 2.828121 0.732739 -0.730742 -0.654 0.164 1.447
H 2.779682 1.923493 0.620891 -0.737 -0.267 0.158


21
Properties=species:S:1:pos:R:3:forces:R:3 method="wB97M-V/def2-TZVPD" charge=-1 lumo_ev="4.17 / 4.13" homo_lumo_gap_ev="2.74 / 9.40" spin_multiplicity=2 s2=0.75
N -2.984324 -0.439269 0.500541 -0.245 -0.155 -0.705
C -2.320680 -0.285662 -0.807872 0.685 -1.263 1.451
C -0.985034 0.440405 -0.825758 0.040 1.412 -1.256
N 0.124811 -0.450366 -0.537265 -0.599 -0.689 0.699
C 1.336873 1.081093 1.052535 0.521 0.274 -1.263
C 1.415360 0.137828 -0.151844 -0.595 -0.433 -0.545
C 2.446816 -0.963376 0.051406 -0.112 -0.068 0.258
H -3.402150 0.404551 0.867951 0.344 0.229 -0.010
H -2.295512 -0.786884 1.145015 0.080 0.012 0.649
H -3.019309 0.058415 -1.521749 -0.700 0.720 -0.737
H -2.092911 -1.317986 -1.086591 -0.007 -0.023 -0.380
H -0.841420 0.852083 -1.840804 0.071 -0.251 -0.050
H -1.046796 1.370370 -0.241138 0.062 -0.368 0.494
H -0.209283 -1.028875 0.230762 0.372 -0.193 0.117
H 2.366515 1.384788 1.266923 -0.154 0.166 0.442
H 0.840686 0.633370 1.912451 0.046 -0.111 0.023
H 0.790183 1.971194 0.730958 -0.015 0.139 0.404
H 1.716753 0.636177 -1.083068 0.147 0.561 0.363
H 2.456199 -1.706558 -0.749423 -0.146 0.132 -0.110
H 2.273079 -1.494499 0.989897 0.028 0.001 0.032
H 3.430151 -0.496802 0.097082 0.178 -0.091 0.123


21
Properties=species:S:1:pos:R:3:forces:R:3 method="wB97M-V/def2-TZVPD" charge=-1 lumo_ev="3.95 / 3.92" homo_lumo_gap_ev="2.47 / 8.88" spin_multiplicity=2 s2=0.75
N -1.383879 -1.545111 0.437058 -4.088 4.551 -0.033
C -1.742983 1.050727 -1.488437 -0.259 -0.201 -2.575
C -0.555738 0.077038 -1.326388 -0.342 0.202 0.630
C -0.456701 -0.443619 0.107087 0.705 -1.474 1.130
C 0.883269 -0.963413 0.688471 0.658 2.837 -2.011
N 1.856469 0.190093 0.498396 -0.159 -2.675 -0.425
C 1.555560 1.412726 1.158579 -0.315 1.919 -0.148
H -1.066390 -2.353071 0.039284 0.847 -2.578 -1.517
H -2.329615 -1.244260 -0.051616 2.225 -1.373 1.303
H -1.861911 1.899953 -0.826022 0.253 -0.161 0.494
H -1.553509 1.497464 -2.514446 -0.503 -0.210 0.947
H -2.729069 0.510959 -1.619863 0.943 0.500 0.477
H -0.752741 -0.692578 -2.053033 0.040 -0.790 -0.139
H 0.377339 0.511963 -1.656352 0.280 0.458 0.230
H -0.629169 0.431820 0.710658 -0.752 0.071 0.533
H 0.824372 -1.207021 1.737214 -0.536 -0.205 0.349
H 1.185419 -1.828572 0.091730 0.439 0.056 0.131
H 2.757019 -0.182967 0.735401 0.481 0.279 0.235
H 0.828697 2.007683 0.481196 1.414 -0.243 0.920
H 1.017896 1.367511 2.109475 -0.039 -0.486 0.283
H 2.523096 1.965486 1.432322 -1.293 -0.479 -0.812


21
Properties=species:S:1:pos:R:3:forces:R:3 method="wB97M-V/def2-TZVPD" charge=0 lumo_ev=1.09 homo_lumo_gap_ev=8.85 smiles=CNC[C@H](C)NC spin_multiplicity=1
C 1.976619 -1.055751 -2.082883 -1.829 4.744 -0.075
N 0.801513 -0.622370 -1.254875 1.110 -1.997 0.520
C 0.447302 0.504422 -0.444228 1.222 2.715 -0.393
C -1.009527 0.426191 0.268816 3.243 1.455 -1.633
C -1.655565 1.912586 0.087468 -1.023 -0.850 0.784
N -0.774542 0.068536 1.647611 -1.105 -1.264 0.003
C -0.073147 -1.218575 1.936730 0.405 -0.765 0.081
H 1.902301 -2.069220 -2.229660 0.119 -2.328 -0.209
H 2.822500 -0.720653 -1.551437 1.379 -0.211 0.583
H 2.036034 -0.513960 -3.092162 -0.208 -0.685 1.035
H -0.011346 -0.985372 -1.634355 -1.655 -0.884 -0.888
H 1.237822 0.819218 0.351453 -1.093 -0.877 -1.212
H 0.415801 1.362464 -1.151814 -0.026 0.312 0.574
H -1.395763 -0.396226 -0.342701 -1.270 0.360 0.560
H -1.827886 2.177531 -0.991048 -0.150 -0.613 1.063
H -1.131578 2.807040 0.493950 0.799 -1.098 -0.164
H -2.582411 2.001007 0.734108 0.516 -0.507 -1.222
H -0.203140 0.812609 1.972067 0.443 0.497 0.748
H 0.977210 -1.021608 2.261691 -0.813 -0.142 0.067
H -0.613464 -1.822481 2.704452 0.403 0.838 -0.170
H 0.071027 -1.986754 1.130884 -0.465 1.300 -0.053


Molecular weight: 88.17 88.17 102.18 102.18 102.18 102.18 (g mol⁻¹)
Energy above the lowest of the compared OMol25 structures with the same formula, charge and spin: 128.7 0.3 56.4 13.2 34.3 66.5 (kcal/mol)